No. 1
Computed, not measured: C24H17CoN5OS3 as an isolated structure, with the ωB97M-V functional and the def2-TZVPD basis.

Summary:
LUMO level = 1.91 eV
gap between HOMO and LUMO = 6.31 eV
net charge = -1
relative energy (zero: lowest compared OMol25 entry of this formula, charge and spin) = 0.8 kJ/mol
DFT total energy = -3851.2755 hartree

Positions of all 51 atoms, in Å:
Co -1.26059 0.00278 0.55895
S -1.34927 -1.31559 -1.31752
S -2.34709 -1.57363 1.73705
S -1.31492 1.44645 2.32264
O 0.53617 -0.53666 0.99181
N -0.32205 1.29688 -0.42328
N -4.55834 -1.79052 4.71057
N -2.80427 0.91487 -0.18270
N 1.02743 1.23360 -0.40039
N -3.29315 1.93201 5.42322
C -5.09037 1.41491 -0.56995
C 0.67064 -3.09105 -0.69683
C 3.77757 0.66046 -0.12858
C 1.36424 0.21118 0.38667
C 4.53097 -1.53527 1.39504
C 2.80398 -3.15637 -1.81399
C -2.93240 1.34813 4.49839
C 5.11652 0.32392 -0.01276
C 2.81009 -0.10362 0.51705
C 5.49510 -0.77564 0.74766
C -4.09113 0.64576 0.00417
C -0.99593 2.16681 -1.08651
C -2.87668 -0.64240 3.11703
C -3.39020 2.77218 -1.55957
C 2.41471 -2.08432 -2.60206
C -3.79882 -1.27773 4.01301
C -2.43793 1.96486 -0.95486
C 0.26725 -2.01273 -1.48690
C -0.39352 3.24960 -1.91468
C -2.46209 0.62752 3.35277
C 3.19048 -1.20071 1.28127
C 1.15710 -1.51647 -2.43852
C -4.73186 2.49228 -1.36156
C 1.92505 -3.65604 -0.85953
H 5.86788 0.91910 -0.51688
H 2.22220 -4.48791 -0.23145
H 6.54241 -1.03822 0.83612
H -0.73961 3.19030 -2.94894
H -0.00925 -3.46808 0.05674
H -3.07538 3.60737 -2.16887
H -6.12558 1.16410 -0.38907
H -4.29833 -0.21498 0.62691
H 0.85462 -0.66879 -3.04043
H 0.68852 3.15059 -1.89532
H -5.49044 3.11399 -1.81960
H 2.42111 -1.78129 1.77067
H 3.09663 -1.67599 -3.33873
H 3.78901 -3.59130 -1.93137
H 4.82313 -2.39378 1.98683
H -0.66730 4.23165 -1.52147
H 3.46371 1.50776 -0.72221


No. 2
Computed, not measured: a 3-piece molecular cluster, C24H17F16NO4 overall, with the ωB97M-V functional and the def2-TZVPD basis.

Summary:
LUMO level = -1.14 eV
gap between HOMO and LUMO = 7.79 eV
SMILES = Nc1cccc2c1C(=O)c1ccccc1C2=O.FC(F)C(F)(F)COC(F)(F)C(F)F.FC(F)C(F)(F)COC(F)(F)C(F)F
net charge = 0
DFT total energy = -2878.0359 hartree

Positions of all 62 atoms, in Å:
F -3.47431 -1.70958 -4.67443
F -4.58801 -2.56710 -3.02768
F 6.26749 1.23843 2.26418
F -4.84848 -1.50694 -6.84255
F -2.92225 0.40967 -5.84838
F -3.64923 1.79053 -7.33533
F 4.51229 -0.85566 2.25708
F 5.78439 -2.07198 0.14625
F 7.68730 0.52803 5.43092
F 7.21487 -0.96105 1.32842
F 8.01360 2.16034 3.16690
F -6.23650 -0.97168 -4.54882
F -5.86915 -0.18646 -2.55800
F 4.53817 -3.01975 2.40133
F 8.06531 -0.57793 3.62082
F -3.37097 -0.84003 -8.28669
O 5.98977 -0.53630 4.50300
O -2.81787 0.04954 -0.81233
O -1.98165 -1.53937 3.88453
O -5.05279 1.14268 -5.75808
N -3.25473 3.09482 -0.29023
C -2.48575 1.24990 1.39429
C 7.15746 0.21089 4.22678
C -0.46703 -1.04842 1.93326
C -3.11438 3.14147 3.79948
C -4.41891 -0.42820 -7.53138
C 6.86571 1.49732 3.44735
C 5.33334 -1.90809 2.46842
C -4.00067 0.71106 -6.59605
C -3.04981 2.65735 1.09955
C -1.60718 -0.70754 3.02462
C 1.63130 -1.53188 -0.34752
C 1.88327 -1.99797 1.10420
C -2.09289 0.23181 0.20443
C 5.88407 -1.83681 3.90874
C -5.27692 -0.41872 -3.76440
C -4.12280 -1.39473 -3.53430
C -2.23536 0.77215 2.87521
C 6.38523 -2.01945 1.36419
C 0.30849 -0.79553 -0.68851
C -2.54758 1.70225 4.06325
C 0.85150 -1.77877 2.25986
C -3.35521 3.57640 2.33063
C -4.88853 0.95806 -4.34372
C -0.71215 -0.56522 0.45356
H 1.08290 -2.14769 3.31434
H 6.80365 -2.41527 4.03194
H 2.38487 -1.68424 -1.19313
H -3.90427 1.28993 -4.00293
H -3.39825 -0.99155 -2.82243
H 6.98438 -2.92705 1.47759
H -2.34128 1.32178 5.12524
H -3.74080 4.63350 2.10163
H 0.03305 -0.40053 -1.72300
H -3.66129 4.05283 -0.29622
H -5.58741 1.67580 -3.90368
H -3.31281 3.83959 4.69187
H -2.29537 3.23246 -0.66614
H 5.15003 -2.35196 4.53597
H 2.88329 -2.52390 1.33473
H -5.22449 -0.11071 -8.19684
H 6.21134 2.15950 4.01820


No. 3
Computed, not measured: C24H18AuN4O2S as an isolated structure, with the ωB97M-V functional and the def2-TZVPD basis.

Summary:
LUMO level (alpha / beta) = -3.70 / -5.86 eV
<S²> = 2.06
spin multiplicity = 3
gap between HOMO and LUMO (alpha / beta) = 7.65 / 5.94 eV
net charge = +1
relative energy (zero: lowest compared OMol25 entry of this formula, charge and spin) = 0.0 kJ/mol
DFT total energy = -1828.4270 hartree

Positions of all 50 atoms, in Å:
Au -0.44923 -1.56785 -0.02200
S -0.78933 5.23705 0.76877
O -1.55078 -2.00569 -1.71520
O 0.86546 -1.70971 1.64580
N -0.51246 0.71802 0.26121
N 1.13678 -2.79749 -0.67640
N 2.17665 -2.89253 0.11586
N -5.33699 5.51660 0.37478
C -0.65692 2.63011 1.67630
C -1.54303 -3.16575 -5.06580
C 0.20558 -3.27391 -2.85791
C -0.48052 1.52743 -0.80422
C -3.38400 5.14890 1.72144
C 3.76275 -2.36861 4.59188
C -0.31103 -3.88825 -5.15913
C -3.14698 5.66901 -0.59649
C -0.59029 1.26421 1.48111
C 5.38258 -2.46670 2.80475
C -0.65020 3.47112 0.57140
C -0.53731 2.90245 -0.69183
C 3.03655 -2.36133 2.30466
C -1.91208 -2.54563 -3.91998
C 4.36018 -2.44262 1.87121
C -2.56568 5.35670 0.62183
C 5.08282 -2.44089 4.16080
C 2.73718 -2.31452 3.66649
C -4.53206 5.73547 -0.66414
C 1.94464 -2.28843 1.33240
C 0.51615 -3.93538 -4.09595
C 1.18072 -3.38204 -1.86982
C -1.07731 -2.56952 -2.76148
C -4.75693 5.23652 1.54260
H -5.01786 5.97726 -1.60294
H -2.84637 -2.00862 -3.83232
H -0.71232 3.03407 2.67778
H -2.53851 5.86540 -1.46922
H -2.19221 -3.11330 -5.93094
H -2.96489 4.93521 2.69593
H -0.40942 1.05088 -1.77428
H -0.49818 3.52457 -1.57538
H 6.41238 -2.51016 2.47659
H -0.58537 0.57942 2.31940
H 5.88343 -2.48338 4.88816
H 1.70587 -2.24844 3.98566
H -0.04824 -4.39286 -6.07810
H 3.53735 -2.35292 5.64961
H 2.06219 -3.98241 -2.07556
H 4.57804 -2.47656 0.81271
H -5.42461 5.07780 2.38208
H 1.45386 -4.47267 -4.16214


No. 4
Computed, not measured: C24H18Cl3GaINOPSi as an isolated structure, with the ωB97M-V functional and the def2-TZVPD basis.

Summary:
LUMO level = -3.64 eV
gap between HOMO and LUMO = 6.94 eV
net charge = +1
relative energy (zero: lowest compared OMol25 entry of this formula, charge and spin) = 33.8 kJ/mol
DFT total energy = -5289.2013 hartree

Positions of all 51 atoms, in Å:
I 3.13424 -2.47486 -0.51900
Ga 0.60200 -0.15751 -0.33408
Cl -4.84468 0.18818 0.36183
Cl -2.87948 -2.48505 0.95348
Cl -2.09154 -0.36310 -1.44337
P -0.07353 2.48121 -0.00355
Si -2.99924 -0.56916 0.38432
O -2.08658 0.37605 1.40742
N 2.68577 0.02633 0.98091
C 2.34404 2.90215 -1.34877
C 3.39555 3.68341 -1.81603
C -1.60998 3.29087 -0.53573
C -2.90296 4.28639 -2.31032
C -1.74799 3.65216 -1.87835
C -2.65358 3.53415 0.35690
C 3.33618 5.06259 -1.69757
C 4.29131 1.34765 2.16208
C 2.21932 5.66770 -1.12855
C 1.16370 4.89375 -0.67492
C 0.40763 3.75158 3.92121
C 5.30083 0.48087 1.77215
C -0.40999 1.61295 2.38639
C -0.78745 0.65430 1.34584
C 3.00148 1.08698 1.74148
C -3.92962 4.55274 -1.41135
C -0.08209 2.58752 4.52777
C 4.99012 -0.61540 0.98567
C -3.80974 4.16691 -0.08418
C 1.23032 3.50049 -0.76885
C -0.51873 1.51560 3.77308
C 0.49707 3.85716 2.54396
C 0.10004 2.76862 1.77387
C 3.66289 -0.79212 0.62555
H -4.82227 5.06642 -1.74640
H 6.32624 0.65289 2.07757
H -3.00207 4.57628 -3.34992
H 4.49930 2.21066 2.78083
H 4.25682 3.21102 -2.27157
H -0.91164 0.62234 4.24672
H 5.74609 -1.31484 0.65884
H 2.18032 1.74151 2.01227
H 2.17269 6.74610 -1.04075
H -4.61469 4.36254 0.61426
H -0.12478 2.52998 5.60867
H 0.86392 4.76466 2.08024
H 2.39000 1.82396 -1.44824
H -2.56293 3.24435 1.39770
H 0.70699 4.58567 4.54267
H 4.15445 5.67284 -2.05917
H 0.27739 5.37164 -0.27105
H -0.94944 3.44436 -2.58213


No. 5
Computed, not measured: a 4-piece molecular cluster, C24H19BF13O12S overall, with the ωB97M-V functional and the def2-TZVPD basis.

Summary:
LUMO level = -0.42 eV
gap between HOMO and LUMO = 4.40 eV
net charge = -1
DFT total energy = -3550.0821 hartree

Positions of all 70 atoms, in Å:
S -1.50087 -2.30816 -3.17356
F -2.82861 -1.66308 -2.60770
F -5.70365 -0.38003 -6.34107
F -4.73328 1.32090 -7.32150
F -4.08269 -1.82687 -4.82488
F -0.63945 -1.15504 -2.49369
F -0.68135 -1.51942 -5.57369
F -0.15538 -2.98373 -3.68320
F -1.37389 -3.14171 -1.83223
F -1.68377 -0.00789 -4.39935
F -2.73437 -2.71194 -6.29313
F -2.32934 0.25575 -6.97839
F -2.32215 -3.50745 -3.80737
F -3.80538 -1.14694 -7.75574
O -1.88780 4.47647 3.93239
O 2.42396 -1.06330 -2.62603
O 1.33566 -0.64120 -0.28510
O 0.91038 3.60970 7.61295
O 6.58892 -0.22971 -0.61687
O 0.51907 -3.54872 3.53570
O 4.26138 -1.84188 7.13413
O 3.28869 -4.24487 7.27055
O 5.51824 0.18732 1.70302
O 1.64786 1.43726 6.40560
O 1.51156 -1.15635 3.38354
O -1.16067 2.26929 2.73543
C 0.28645 1.72020 4.49954
C 3.35601 -0.18575 0.84871
C -3.01907 -1.57358 -5.61381
C -0.61195 2.52442 3.90736
C -4.53342 2.73669 -4.98499
C 3.36617 -2.17155 6.21505
C 5.37328 -0.33812 -0.60988
C -3.41796 -0.45366 -6.65283
C -4.62615 1.20404 -4.92410
C 0.82559 2.09401 5.78486
C 1.42209 -3.22161 4.44495
C 4.56932 -0.67269 -1.76260
C 3.23469 -0.76099 -1.63220
C 0.35606 3.37251 6.43084
C 2.54330 -0.52202 -0.30814
C -1.07609 3.81321 4.54638
C -4.61845 0.47305 -6.25837
C 4.68357 -0.10340 0.70963
C -0.53706 4.17929 5.84530
C 2.83694 -3.57761 6.35730
C -1.71616 -1.26106 -4.77909
C 2.95471 -1.34959 5.24081
C 1.83972 -4.04603 5.41597
C 1.96238 -1.82118 4.30207
B -3.07355 3.42914 -5.38450
H -1.75182 3.01715 2.52388
H 1.51989 2.86338 7.77423
H 2.85304 -0.02231 1.79045
H 3.31854 -0.33879 5.13456
H 4.36844 -2.63035 7.70015
H -2.19683 2.59336 -5.56321
H 1.50856 -1.03062 -2.28337
H -5.58280 0.91023 -4.47954
H 6.40972 0.18639 1.30344
H -4.79230 3.05013 -3.96871
H -0.87918 5.09894 6.29806
H -3.16617 4.09122 -6.42637
H -2.73587 4.21514 -4.49144
H -3.86315 0.81092 -4.26384
H 0.62888 0.79559 4.05388
H -5.35486 3.09129 -5.61126
H 5.07240 -0.83991 -2.70419
H 0.41678 -2.77530 2.94657
H 1.46322 -5.05256 5.52865